Entry 1:
ORCA calculation (ωB97M-V/def2-TZVPD) on the ion C4H10NOS with charge -1.

Calculated values
Total charge ... -1
Molar mass ... 120.2 g mol⁻¹
Relative energy (zero: lowest compared OMol25 entry of this formula, charge and spin) ... 2.908 eV
Orbital gap ... 5.41 eV
SMILES ... C[C@H](CS)NC[O-]

Structure (XYZ):
```
17
Properties=species:S:1:pos:R:3:forces:R:3:lowdin_charge:R:1
C 0.1058 1.9048 -0.2331 -0.1168 -0.3267 0.7976 -0.090
C 0.3698 0.4079 0.0132 -0.5810 -0.8629 -1.3518 -0.507
C -0.2944 -0.4556 -1.1338 0.6911 0.6318 -0.7026 -0.470
S 0.1982 0.2059 -2.8359 -0.5384 -0.2601 0.4510 0.607
N -0.0604 0.0131 1.2914 0.1142 -0.0886 1.2812 -0.063
C 0.1027 -1.3760 1.8300 1.2534 -0.2282 -0.1389 -0.614
O -0.6685 -1.5651 2.8659 -0.4718 -0.1476 0.3237 -0.316
H -0.4662 2.1007 -1.1381 0.1850 0.0513 -0.1173 0.030
H -0.5010 2.2206 0.6172 -0.0019 0.2668 -0.0940 0.065
H 1.0255 2.4832 -0.2061 0.0311 0.1243 -0.1773 0.065
H 1.4265 0.1269 -0.0966 0.1652 0.4402 0.1329 0.124
H 0.1429 -1.4410 -1.2204 -0.1961 -0.2544 0.6633 0.034
H -1.3761 -0.5087 -1.0341 -0.0398 0.1110 -0.0569 0.074
H -0.2986 -0.8693 -3.4739 0.1618 0.1719 -0.0995 -0.180
H -0.9098 0.3543 1.7366 0.0879 0.1463 -0.6538 0.095
H -0.0266 -2.0883 0.9697 -0.3577 -0.1167 -0.1500 0.066
H 1.2300 -1.5133 2.0483 -0.3861 0.3416 -0.1076 0.081
```
Positions in Å, forces in eV/Å.


Entry 2:
ORCA calculation (ωB97M-V/def2-TZVPD) on the ion C4H10NOS with charge +1.

Calculated values
Total charge ... +1
Molar mass ... 120.2 g mol⁻¹
Relative energy (zero: lowest compared OMol25 entry of this formula, charge and spin) ... 1.623 eV
Orbital gap ... 9.00 eV
SMILES ... [NH3+][C@@H](C=O)CCS

Structure (XYZ):
```
17
Properties=species:S:1:pos:R:3:forces:R:3:lowdin_charge:R:1
O -1.5160 -1.9601 -0.3885 -0.7066 -0.1271 0.0689 0.123
C -0.6029 -1.5947 0.2884 1.3801 0.0537 -0.7428 -0.198
C -0.3877 -0.1130 0.5373 -1.3382 1.2854 0.8445 -0.245
C 0.3261 0.7014 -0.5589 -0.8117 -0.1331 0.4333 -0.217
C 1.5984 -0.0367 -0.9992 -0.9098 0.6287 -0.9695 -0.553
S 2.8196 -0.0600 0.3135 0.2895 -0.5346 0.2006 0.777
N -1.8396 0.4204 0.6537 0.0673 0.4949 -0.2069 0.215
H 0.2043 -2.2630 0.6122 -0.0690 -0.1460 0.2711 0.148
H 0.0449 0.1327 1.5047 0.2054 -0.4892 0.0701 0.145
H 0.4760 1.6916 -0.1165 0.6347 -0.0928 -0.0670 0.117
H -0.4298 0.9301 -1.3227 0.4552 -0.5980 -0.5295 0.129
H 1.3026 -1.0475 -1.2848 0.2522 -0.2395 0.3937 0.076
H 1.9701 0.3388 -1.9555 0.1735 0.4440 0.3360 0.088
H 2.6492 1.2016 0.7173 0.0127 0.1671 -0.1055 -0.122
H -2.3409 -0.0156 1.4293 -0.0772 -0.2297 -0.1795 0.177
H -1.9407 1.4278 0.7944 0.5593 0.0852 0.1294 0.177
H -2.3336 0.2463 -0.2247 -0.1175 -0.5688 0.0532 0.163
```
Positions in Å, forces in eV/Å.


Entry 3:
ORCA calculation (ωB97M-V/def2-TZVPD) on the ion C4H10NOS2 with charge -1.

Calculated values
Total charge ... -1
Molar mass ... 152.3 g mol⁻¹
Relative energy (zero: lowest compared OMol25 entry of this formula, charge and spin) ... 3.313 eV
Orbital gap ... 6.03 eV

Structure (XYZ):
```
18
Properties=species:S:1:pos:R:3:forces:R:3:lowdin_charge:R:1
S -0.3619 4.1711 0.5852 0.5108 2.5037 2.8028 -0.013
S -0.7818 2.2307 -0.4205 -0.6804 -1.3844 -1.1304 0.493
C -0.1537 0.7825 0.6321 1.2977 0.9467 0.8141 -0.412
C 0.4915 -0.1381 -0.4307 -0.0055 0.8792 -0.3015 -0.412
C -0.8808 -0.3316 -1.0614 0.9192 -0.0441 -4.4631 -0.401
O -1.1875 0.9301 -1.6095 -0.9468 -2.1671 0.0356 -0.548
N 1.2097 -1.4055 -0.1006 2.8610 1.4528 1.7308 -0.133
C 0.4492 -2.4779 0.6547 -1.0063 1.9003 -1.9343 -0.143
H -0.0979 5.1585 -0.3110 0.2034 -0.8689 -0.2064 -0.307
H -0.8899 0.2239 1.2551 0.0051 0.6777 -0.7547 0.080
H 0.5512 1.1395 1.3316 1.0365 0.8552 0.8424 0.042
H 1.2393 0.6141 -1.1092 -2.2045 -2.4333 1.6285 0.191
H -0.8847 -1.0153 -1.8971 0.6081 -0.5709 -0.9495 0.094
H -1.6663 -0.8075 -0.5175 -0.5110 0.1355 1.7031 0.089
H 2.1735 -1.0511 0.4476 -3.4465 -1.6012 -1.5669 0.159
H 1.1119 -2.9728 1.3309 0.6711 -1.1483 -0.3590 0.037
H -0.1468 -1.9215 1.3992 -0.8982 -0.6113 -0.5351 0.054
H -0.1749 -3.1293 -0.1790 1.5862 1.4783 2.6435 0.130
```
Positions in Å, forces in eV/Å.


Entry 4:
ORCA calculation (ωB97M-V/def2-TZVPD) on an isolated molecule of C4H10NP.

Calculated values
Molar mass ... 103.1 g mol⁻¹
Relative energy (zero: lowest compared OMol25 entry of this formula, charge and spin) ... 2.148 eV
Orbital gap ... 7.70 eV
SMILES ... C=NP(=C)(C)C

Structure (XYZ):
```
16
Properties=species:S:1:pos:R:3:forces:R:3:lowdin_charge:R:1
C -1.9077 -0.7035 1.3430 0.7172 -0.3672 -1.3097 -0.060
C 1.6184 0.3498 1.0677 -0.7585 -1.1520 -0.1046 -0.276
C 0.4985 -1.4132 -0.9828 -2.5743 0.4140 -1.3684 -0.210
C 0.1751 1.6476 -1.0348 0.9386 -1.0309 -0.1160 -0.179
N -1.1710 0.0922 0.7239 -1.5154 1.1454 0.3841 -0.152
P 0.2955 0.1472 0.0437 3.5676 -0.8583 -1.4573 0.598
H -2.8107 -0.3609 1.7521 -1.2046 0.4817 0.9010 0.053
H -1.7326 -1.7553 1.3194 0.1790 -1.0705 0.3739 0.060
H 1.6934 1.3867 1.1053 0.6849 1.9766 0.4046 -0.071
H 1.6989 -0.1185 2.0474 -0.0894 -0.2107 -0.3234 -0.020
H -0.2584 -1.4692 -1.8489 0.5188 0.4542 1.2414 0.050
H 1.4269 -1.4429 -1.5883 -0.0724 -0.3917 1.3724 0.047
H 0.1168 -2.2552 -0.3352 1.4059 0.4890 -0.6190 0.043
H -0.4631 1.3566 -1.8563 -0.5532 0.4582 -0.1178 0.034
H -0.2210 2.3204 -0.3260 -1.3031 0.9244 0.4506 0.017
H 1.0410 2.2181 -1.4301 0.0589 -1.2622 0.2883 0.067
```
Positions in Å, forces in eV/Å.


Entry 5:
ORCA calculation (ωB97M-V/def2-TZVPD) on an isolated molecule of C4H10NP.

Calculated values
Molar mass ... 103.1 g mol⁻¹
Relative energy (zero: lowest compared OMol25 entry of this formula, charge and spin) ... 2.839 eV
Orbital gap ... 8.82 eV

Structure (XYZ):
```
16
Properties=species:S:1:pos:R:3:forces:R:3:lowdin_charge:R:1
C 0.0849 0.9085 -0.1926 -0.3136 -0.9173 -1.7905 -0.150
C -0.1800 1.5473 -1.5568 3.1575 1.8152 0.1359 -0.142
C -0.2620 -1.3886 -1.1663 -2.1346 -0.9560 -2.2049 -0.186
C 0.7014 0.1647 2.4450 0.8900 -0.6446 -0.3487 -0.359
N -0.0130 -0.4137 -0.1711 1.2985 2.7902 0.7046 -0.477
P 0.3041 -1.2674 1.3694 -0.4831 -0.2475 0.8395 0.884
H -1.1240 -1.2543 1.4244 0.1916 -0.4585 1.0466 -0.035
H 0.3054 2.6700 -1.5789 -1.3012 -2.8244 0.0907 0.112
H -1.2256 1.6517 -1.6292 -1.4540 0.2380 -0.3643 0.039
H 0.2335 1.0043 -2.4553 -0.4954 0.4209 0.8153 0.058
H -1.3577 -1.7802 -1.1012 1.5983 0.7967 -0.0686 0.111
H -0.1378 -1.0004 -2.2466 0.1628 -0.8257 1.8384 0.100
H 0.3356 -2.2566 -0.8587 0.1175 0.0551 -0.9444 0.035
H 0.4208 0.8693 1.6577 0.1121 1.2094 0.4323 -0.052
H 1.7784 0.2736 2.7130 -0.7299 -0.3712 -0.4965 0.043
H 0.1360 0.2719 3.3473 -0.6165 -0.0802 0.3147 0.018
```
Positions in Å, forces in eV/Å.


Entry 6:
ORCA calculation (ωB97M-V/def2-TZVPD) on the ion C4H10NS with charge -1.

Calculated values
Total charge ... -1
Molar mass ... 104.2 g mol⁻¹
Relative energy (zero: lowest compared OMol25 entry of this formula, charge and spin) ... 0.409 eV
Orbital gap ... 5.97 eV
SMILES ... CN[C@H](C)C[S-]

Structure (XYZ):
```
16
Properties=species:S:1:pos:R:3:forces:R:3:lowdin_charge:R:1
C -1.4896 1.0727 0.4322 0.6847 0.3631 -0.7812 -0.159
N -0.1853 0.7473 0.9904 -1.1556 -0.3973 0.6285 -0.113
C 0.6609 -0.2133 0.2839 0.3287 -0.6678 0.5752 -0.536
C 0.0157 -1.6090 0.1203 -1.3838 0.4099 0.9489 -0.792
S 1.2288 -2.9445 -0.0855 -0.1702 0.0778 -0.4760 0.090
C 1.1825 0.2894 -1.0350 -0.7974 0.4910 -0.8762 -0.113
H -2.1432 0.2151 0.2882 0.0839 -0.1782 0.3545 0.064
H -1.3820 1.5289 -0.5709 -0.2789 0.0714 0.0475 0.064
H -1.9616 1.8101 1.0833 -0.1893 -0.1098 -0.0102 0.064
H 0.2506 1.6202 1.2384 0.5684 -0.1109 -0.1517 0.084
H 1.4871 -0.4699 0.9446 0.2452 0.4385 0.1582 0.093
H -0.8680 -1.5289 -0.5522 0.8375 -0.2494 -0.7223 0.044
H -0.5682 -1.8166 1.0349 0.5300 0.1887 0.2681 0.031
H 1.3910 1.3623 -1.0556 0.3944 0.0862 0.4053 0.058
H 2.0455 -0.2752 -1.3781 -0.1560 -0.1174 -0.1222 0.051
H 0.3357 0.2113 -1.7390 0.4584 -0.2958 -0.2464 0.069
```
Positions in Å, forces in eV/Å.


Entry 7:
ORCA calculation (ωB97M-V/def2-TZVPD) on a cluster of 2 separate species, C4H10NS in total.

Calculated values
Total charge ... +1
Molar mass ... 104.2 g mol⁻¹
Relative energy (zero: lowest compared OMol25 entry of this formula, charge and spin) ... 5.679 eV
Orbital gap (alpha / beta) ... 9.00 / 7.27 eV

Structure (XYZ):
```
16
Properties=species:S:1:pos:R:3:forces:R:3:lowdin_charge:R:1
C -2.0946 0.6974 -0.3590 -1.2579 2.8441 -1.0077 -0.033
C -1.1682 0.8698 0.7836 -1.0896 -1.4664 4.3551 -0.084
C -0.2244 -0.8009 -0.7901 2.6579 -1.1272 -0.4411 0.012
C 2.0409 -1.0381 0.6737 -0.8621 -0.2446 0.7925 -0.447
N -0.6449 0.5261 -0.5045 2.5263 0.3546 -1.3910 -0.170
S 2.8206 0.5070 0.6583 -0.4532 -0.3215 1.3093 0.742
H -2.6386 -0.2428 -0.4122 0.1560 0.3025 -0.0745 0.133
H -2.5135 1.5645 -0.9555 0.4388 -1.1406 1.0052 0.159
H -0.7821 1.7725 1.3401 -0.7976 -0.7529 -1.3210 0.154
H -1.3222 -0.0317 1.5678 0.9902 2.0277 -2.0674 0.187
H -0.6536 -1.6798 -0.2857 -0.0511 0.9422 -0.3334 0.101
H 0.3800 -0.8702 -1.7208 -0.8304 -0.2154 0.8659 0.097
H 1.7444 -1.3450 1.7308 0.4069 -0.0707 -1.8629 0.044
H 2.2979 -1.7284 -0.1508 -0.2389 0.2400 1.0562 0.027
H 0.0100 1.2958 -0.9557 -2.0681 -1.8861 1.0396 0.250
H 2.7483 0.5039 -0.6202 0.4728 0.5145 -1.9247 -0.171
```
Positions in Å, forces in eV/Å.


Entry 8:
ORCA calculation (ωB97M-V/def2-TZVPD) on a cluster of 2 separate species, C4H10NS in total.

Calculated values
Total charge ... +1
Molar mass ... 104.2 g mol⁻¹
Relative energy (zero: lowest compared OMol25 entry of this formula, charge and spin) ... 7.209 eV
Orbital gap (alpha / beta) ... 7.02 / 8.71 eV

Structure (XYZ):
```
16
Properties=species:S:1:pos:R:3:forces:R:3:lowdin_charge:R:1
C 1.3714 0.6223 -0.0579 -3.9401 -3.4471 -2.2983 0.067
C 0.0047 -0.4533 -1.1805 3.4286 4.0731 3.1155 0.108
C 2.6040 0.0637 0.2992 2.6223 -3.1382 0.0881 -0.169
C -2.3498 -0.4756 0.0378 1.5739 -2.0306 2.8293 -0.597
N -1.2749 0.1669 -0.7866 -1.1952 1.7739 0.0263 -0.134
S -3.7652 0.5468 0.2807 0.3403 -0.1288 -0.6850 0.851
H 1.2460 1.6418 0.1945 -0.7667 1.2708 -0.2747 0.063
H 0.0278 -1.4717 -0.8837 0.3101 -0.9971 0.2882 0.038
H 2.6070 0.0063 1.4815 -0.2987 -0.3851 -1.9393 0.165
H 3.5427 0.6153 0.1624 -0.3795 0.6600 -0.2273 0.092
H 2.8302 -0.9460 -0.2785 -0.6803 1.6572 1.8499 0.136
H -2.5136 -1.4632 -0.3361 -0.7091 -0.3677 -1.2357 0.090
H -1.9652 -0.8423 1.0108 0.3575 1.0890 -0.1556 0.106
H -1.1369 1.1126 -0.3619 0.1541 -0.8396 -0.4831 0.154
H -1.8199 0.3817 -1.6253 0.4475 0.1807 -0.4897 0.140
H -3.8418 0.3828 -1.0375 -1.2645 0.6294 -0.4084 -0.112
```
Positions in Å, forces in eV/Å.


Entry 9:
ORCA calculation (ωB97M-V/def2-TZVPD) on the ion C4H10NS with charge +1.

Calculated values
Total charge ... +1
Molar mass ... 104.2 g mol⁻¹
Relative energy (zero: lowest compared OMol25 entry of this formula, charge and spin) ... 0.000 eV
Orbital gap (alpha / beta) ... 7.48 / 8.35 eV
2S+1 ... 3

Structure (XYZ):
```
16
Properties=species:S:1:pos:R:3:forces:R:3:mulliken_spin:R:1
C 0.8078 0.4404 1.0389 0.9454 0.4133 1.1938 0.915
C -1.3997 1.2575 0.2002 0.1643 -0.5896 -0.1459 0.062
C -0.1214 -0.5933 -1.1621 -0.6578 -0.2378 -1.0592 0.750
C 0.4035 -1.9446 -1.3940 -0.0818 -0.1999 -0.1869 -0.021
N -0.4506 1.0382 1.3940 -1.1027 0.6793 -0.0343 -0.014
S -1.7117 -0.3510 -0.5495 0.1378 0.1580 0.1418 0.142
H 1.0996 -0.4360 1.5800 -0.1069 -0.3369 -0.0070 0.014
H 1.5594 1.0934 0.6442 0.0236 0.1975 -0.3446 0.027
H -2.3379 1.6954 0.5411 0.2010 -0.0065 0.1957 -0.005
H -0.8918 1.9216 -0.4992 0.0024 0.0230 0.1105 -0.003
H 0.3151 0.2343 -1.7007 0.1198 0.2573 -0.0019 0.018
H 0.0331 -2.6596 -0.6636 0.0246 -0.1094 0.0677 0.006
H 1.4919 -1.9326 -1.3850 0.1238 -0.0626 0.0538 0.020
H 0.1084 -2.2983 -2.3873 0.0485 -0.1818 -0.0392 0.068
H -0.9330 0.4281 2.0632 -0.0097 0.1572 -0.1026 -0.003
H -0.3325 1.9606 1.8348 0.1676 -0.1611 0.1584 0.023
```
Positions in Å, forces in eV/Å.


Entry 10:
ORCA calculation (ωB97M-V/def2-TZVPD) on a cluster of 2 separate species, C4H10NS2 in total.

Calculated values
Total charge ... +1
Molar mass ... 136.3 g mol⁻¹
Relative energy (zero: lowest compared OMol25 entry of this formula, charge and spin) ... 0.797 eV
Orbital gap ... 7.09 eV

Structure (XYZ):
```
17
Properties=species:S:1:pos:R:3:forces:R:3:lowdin_charge:R:1
C 0.2773 1.7036 2.8112 -0.0141 -0.3168 0.0950 -0.474
S -0.3757 2.6467 1.4209 -0.0285 0.0828 -0.0707 0.374
S 1.2833 3.0385 0.2815 -0.0585 -0.2533 -0.0898 0.319
H 1.0290 0.9896 2.4816 0.0551 0.0164 -0.0404 0.021
H -0.5599 1.1461 3.2321 -0.0472 0.0686 0.0257 0.035
H 0.6976 2.3399 3.5821 0.0406 0.1461 -0.0157 0.037
H 1.8359 4.0306 0.9833 0.0349 0.2002 0.1199 -0.175
C -0.9408 -1.8848 -1.9177 -0.3410 -0.1213 -0.1004 -0.131
C -0.8555 -3.1785 -2.1595 0.1438 -0.0847 -0.0457 0.112
C 0.0319 -0.0309 -0.7347 0.0169 0.0870 -0.0789 0.150
N 0.0567 -1.2407 -1.1403 0.1670 0.2061 -0.0693 0.046
H -1.7688 -1.2619 -2.2327 0.1558 0.0904 0.0454 0.135
H -0.0294 -3.7779 -1.7984 0.0321 -0.0256 -0.0042 0.088
H -1.6145 -3.6814 -2.7372 -0.0659 0.0112 -0.0156 0.090
H 0.8306 0.3380 -0.1024 0.0502 0.0575 -0.1448 0.067
H -0.7796 0.6233 -1.0358 -0.0264 -0.0833 0.1645 0.120
H 0.8820 -1.8001 -0.9339 -0.1149 -0.0812 0.2251 0.184
```
Positions in Å, forces in eV/Å.


Among the records above, which one has the lowest relative energy (zero: lowest compared OMol25 entry of this formula, charge and spin)?
number 9


Which formula does entry 2 have?
C4H10NOS


What is the molar mass in the seventh record?
104.2 g mol⁻¹


Number 4 is which compound?
C4H10NP